Entry 1:
Here is a 10-piece molecular cluster, C35H72NO11 overall from the OMol25 dataset. Energies are from the ωB97M-V functional and the def2-TZVPD basis.

Each line ends with the Löwdin charge.
Cartesian coordinates (Å):
C -2.244 3.018 1.692  -0.033
C -2.668 1.727 1.017  -0.137
N -1.712 1.256 -0.028  -0.030
C -2.417 0.515 -1.131  -0.108
C -2.987 -0.795 -0.629  -0.137
C -1.808 -1.688 -0.198  -0.152
C -1.129 -0.983 0.979  -0.123
C -0.610 0.348 0.466  -0.236
C 0.316 1.020 1.459  -0.140
O 0.607 2.330 1.034  -0.128
O 1.423 2.231 -0.113  -0.010
H -1.398 2.895 2.354  0.075
H -3.076 3.364 2.297  0.095
H -2.055 3.794 0.959  0.064
H -2.888 0.967 1.753  0.124
H -3.600 1.946 0.505  0.134
H -1.272 2.075 -0.463  0.112
H -3.158 1.192 -1.547  0.116
H -1.694 0.277 -1.906  0.115
H -3.590 -0.643 0.263  0.113
H -3.585 -1.270 -1.395  0.119
H -1.074 -1.752 -0.993  0.086
H -2.181 -2.669 0.077  0.114
H -1.830 -0.888 1.805  0.123
H -0.248 -1.528 1.294  0.099
H -0.007 0.106 -0.406  0.149
H 1.253 0.464 1.462  0.143
H -0.045 1.014 2.482  0.145
H 0.873 2.004 -0.881  0.075
C -3.390 4.767 -2.001  0.004
C -1.998 4.686 -1.443  -0.472
O -1.395 3.627 -1.409  0.011
C -1.372 5.954 -0.927  0.002
H -3.713 3.780 -2.339  0.044
H -4.076 5.125 -1.230  0.101
H -3.409 5.455 -2.848  0.102
H -1.974 6.362 -0.114  0.098
H -1.306 6.693 -1.727  0.097
H -0.370 5.750 -0.554  0.089
C 0.046 -4.469 3.432  -0.020
C 1.345 -3.927 2.898  -0.474
O 1.366 -3.008 2.099  0.029
C 2.610 -4.568 3.390  -0.007
H -0.788 -3.921 2.998  0.069
H -0.055 -5.521 3.172  0.075
H 0.019 -4.358 4.518  0.090
H 2.615 -5.627 3.131  0.097
H 2.685 -4.462 4.472  0.074
H 3.467 -4.082 2.927  0.060
C 0.850 5.076 -4.884  -0.010
C 1.968 4.818 -3.904  -0.487
O 3.021 5.406 -3.977  0.065
C 1.708 3.804 -2.818  -0.022
H 1.165 5.827 -5.605  0.087
H 0.599 4.157 -5.416  0.085
H -0.033 5.440 -4.356  0.077
H 1.488 2.828 -3.260  0.089
H 0.869 4.123 -2.199  0.056
H 2.590 3.714 -2.187  0.088
C -3.609 1.100 -4.628  -0.014
C -4.905 1.440 -3.931  -0.492
O -5.007 2.428 -3.237  0.045
C -6.064 0.500 -4.140  -0.012
H -2.862 1.856 -4.394  0.080
H -3.248 0.126 -4.293  0.082
H -3.762 1.074 -5.707  0.092
H -5.806 -0.498 -3.783  0.085
H -6.318 0.448 -5.199  0.092
H -6.928 0.861 -3.587  0.086
C 2.851 8.400 -2.862  -0.022
C 2.842 8.501 -1.360  -0.503
O 1.806 8.562 -0.735  0.051
C 4.181 8.516 -0.667  -0.021
H 1.825 8.398 -3.227  0.080
H 3.378 9.251 -3.296  0.090
H 3.337 7.475 -3.166  0.058
H 4.767 9.372 -1.004  0.087
H 4.726 7.597 -0.890  0.086
H 4.033 8.589 0.408  0.081
C 1.713 -2.474 -2.706  -0.009
C 0.756 -1.749 -3.616  -0.483
O -0.271 -1.256 -3.192  0.039
C 1.125 -1.661 -5.072  -0.013
H 1.332 -2.468 -1.686  0.076
H 1.827 -3.509 -3.032  0.097
H 2.687 -1.983 -2.723  0.085
H 1.214 -2.662 -5.495  0.093
H 2.075 -1.137 -5.184  0.092
H 0.354 -1.116 -5.611  0.082
C 4.297 -1.864 0.297  -0.022
C 5.517 -2.199 1.124  -0.495
O 5.419 -2.772 2.184  0.073
C 6.859 -1.787 0.571  -0.022
H 3.403 -2.216 0.810  0.056
H 4.228 -0.782 0.158  0.084
H 4.365 -2.353 -0.677  0.076
H 6.894 -0.704 0.442  0.085
H 7.030 -2.270 -0.392  0.085
H 7.643 -2.087 1.262  0.083
C 3.273 -5.274 8.196  -0.021
C 2.589 -6.231 7.251  -0.500
O 2.937 -6.339 6.098  0.057
C 1.451 -7.050 7.810  -0.023
H 4.068 -4.752 7.669  0.083
H 2.555 -4.543 8.572  0.085
H 3.702 -5.821 9.036  0.087
H 0.658 -6.392 8.170  0.084
H 1.805 -7.670 8.634  0.087
H 1.051 -7.694 7.030  0.081
C -4.267 -5.957 1.226  -0.021
C -3.313 -6.586 2.212  -0.493
O -2.133 -6.318 2.208  0.058
C -3.896 -7.563 3.200  -0.018
H -3.720 -5.279 0.574  0.070
H -4.738 -6.730 0.617  0.088
H -5.039 -5.398 1.757  0.085
H -4.352 -8.402 2.673  0.088
H -4.652 -7.070 3.813  0.087
H -3.107 -7.939 3.847  0.083

The calculation puts the LUMO energy at -1.75 eV. The net charge is +1.



Entry 2:
Here is C34H101HfN7O14 as an isolated structure from the OMol25 dataset. Energies are from the ωB97M-V functional and the def2-TZVPD basis.

Each line ends with the Löwdin charge.
Cartesian coordinates (Å):
Hf 1.164 -2.424 -4.476  2.158
C 1.214 -0.374 -0.814  -0.037
C -0.040 -0.842 -1.494  -0.499
C -0.879 0.348 -1.923  -0.023
O 0.033 -1.706 -2.603  -0.295
H 0.998 0.206 0.084  0.088
H 1.907 0.231 -1.405  0.070
H 1.836 -1.190 -0.432  0.052
H -0.542 -1.368 -0.667  0.125
H -0.950 1.133 -1.168  0.071
H -1.913 0.117 -2.192  0.079
H -0.432 0.819 -2.800  0.054
C 4.415 -2.167 -1.181  -0.044
C 4.332 -2.324 -2.687  -0.531
C 5.110 -3.567 -3.154  -0.040
O 3.018 -2.241 -3.179  -0.336
H 5.461 -2.009 -0.902  0.104
H 4.210 -3.062 -0.590  0.061
H 3.847 -1.298 -0.858  0.051
H 4.942 -1.537 -3.149  0.134
H 4.863 -4.448 -2.558  0.081
H 6.148 -3.317 -2.933  0.094
H 4.964 -3.754 -4.217  0.076
C 1.495 4.740 3.732  -0.055
C 2.280 3.647 3.021  -0.444
C 2.938 4.162 1.759  -0.193
O 1.996 4.445 0.752  -0.140
C 1.626 3.313 -0.004  -0.111
N 3.194 2.982 3.975  0.059
H 0.966 4.328 4.600  0.075
H 0.631 5.121 3.183  0.076
H 2.091 5.561 4.129  0.086
H 1.543 2.864 2.786  0.106
H 3.682 3.389 1.510  0.118
H 3.519 5.063 1.957  0.140
H 1.254 2.498 0.629  0.065
H 2.445 2.897 -0.594  0.067
H 0.781 3.577 -0.638  0.078
H 3.693 2.291 3.415  0.029
H 2.638 2.431 4.619  0.067
C -2.600 3.931 -0.900  -0.048
C -2.759 3.946 0.613  -0.432
C -1.753 3.088 1.334  -0.221
O -2.127 2.763 2.645  -0.174
C -1.469 1.664 3.213  -0.101
N -2.661 5.346 1.071  0.047
H -1.580 4.246 -1.135  0.050
H -3.271 4.641 -1.377  0.091
H -2.686 2.893 -1.229  0.057
H -3.762 3.637 0.936  0.140
H -0.745 3.525 1.359  0.115
H -1.590 2.149 0.775  0.106
H -2.102 0.805 2.973  0.087
H -1.324 1.790 4.286  0.094
H -0.433 1.546 2.868  0.070
H -3.474 5.809 0.685  0.074
H -2.740 5.266 2.080  0.076
C -2.116 -4.170 1.162  -0.056
C -3.328 -3.880 0.275  -0.387
C -4.231 -2.827 0.906  -0.204
O -4.865 -3.393 2.037  -0.188
C -5.572 -2.486 2.858  -0.085
N -2.894 -3.552 -1.091  0.042
H -2.386 -4.358 2.201  0.089
H -1.389 -3.351 1.116  0.057
H -1.572 -5.060 0.833  0.075
H -3.826 -4.835 0.101  0.149
H -5.077 -2.566 0.259  0.120
H -3.724 -1.887 1.159  0.120
H -4.946 -1.604 3.033  0.084
H -5.693 -2.906 3.855  0.092
H -6.551 -2.213 2.462  0.094
H -2.611 -4.336 -1.664  0.072
H -2.062 -2.967 -1.055  0.039
C 2.988 -5.540 0.892  -0.034
C 1.782 -4.660 1.119  -0.419
C 2.010 -3.489 2.092  -0.201
O 2.327 -3.871 3.407  -0.170
C 1.275 -4.448 4.159  -0.076
N 1.244 -4.207 -0.197  0.049
H 2.672 -6.461 0.400  0.086
H 3.360 -5.892 1.856  0.094
H 3.810 -5.051 0.369  0.068
H 0.917 -5.231 1.468  0.121
H 1.059 -2.942 2.140  0.119
H 2.771 -2.877 1.601  0.103
H 1.672 -4.742 5.128  0.099
H 1.004 -5.386 3.664  0.084
H 0.408 -3.792 4.258  0.094
H 0.502 -3.516 -0.099  0.048
H 2.014 -3.604 -0.511  0.047
C 7.045 -0.460 5.604  -0.067
C 5.946 0.361 4.964  -0.440
C 5.498 -0.287 3.649  -0.163
O 4.445 0.504 3.095  -0.229
C 4.037 0.164 1.811  -0.124
N 4.870 0.485 5.944  0.043
H 7.405 0.024 6.513  0.081
H 7.895 -0.380 4.916  0.079
H 6.823 -1.499 5.833  0.084
H 6.264 1.371 4.682  0.141
H 5.178 -1.331 3.715  0.134
H 6.355 -0.193 2.973  0.129
H 4.808 0.313 1.041  0.091
H 3.197 0.780 1.483  0.073
H 3.755 -0.895 1.746  0.066
H 5.100 1.231 6.590  0.082
H 3.983 0.766 5.544  0.045
C -5.048 0.539 -0.686  -0.065
C -6.444 0.117 -1.148  -0.424
C -7.520 1.115 -0.724  -0.212
O -7.695 1.109 0.670  -0.206
C -8.686 1.995 1.167  -0.089
N -6.466 -0.137 -2.588  0.054
H -4.860 0.815 0.351  0.081
H -4.684 1.315 -1.369  0.068
H -4.360 -0.302 -0.857  0.043
H -6.620 -0.849 -0.668  0.130
H -8.452 0.803 -1.209  0.128
H -7.300 2.159 -0.989  0.132
H -9.567 1.944 0.524  0.090
H -8.282 3.013 1.106  0.086
H -8.866 1.809 2.221  0.090
H -6.095 0.711 -3.023  0.075
H -5.684 -0.747 -2.814  0.019
C -0.473 2.738 -4.643  -0.050
C 0.045 3.543 -3.434  -0.455
C 1.572 3.396 -3.322  -0.172
O 2.059 2.100 -2.978  -0.270
C 3.473 2.025 -2.923  -0.083
N -0.393 4.902 -3.571  0.072
H -1.562 2.796 -4.652  0.085
H -0.242 1.672 -4.690  0.036
H -0.111 3.224 -5.553  0.087
H -0.386 3.124 -2.521  0.094
H 2.028 4.181 -2.717  0.135
H 1.906 3.499 -4.367  0.130
H 3.919 2.353 -3.868  0.107
H 3.691 0.966 -2.765  0.081
H 3.897 2.589 -2.090  0.098
H -0.363 5.402 -2.690  0.084
H 0.233 5.365 -4.223  0.091
O -4.278 -2.050 -3.543  -0.056
H -3.778 -2.092 -2.708  0.031
H -3.940 -2.785 -4.065  0.068
O 1.719 -0.095 -4.612  -0.118
H 1.930 0.572 -3.913  0.055
H 2.117 0.256 -5.420  0.106
O 0.930 -4.310 -3.028  -0.132
H 1.439 -4.565 -2.218  0.072
H 0.107 -4.815 -2.971  0.090
O -3.178 0.037 -4.873  -0.071
H -3.664 0.019 -5.705  0.066
H -3.645 -0.621 -4.299  0.003
O -0.750 -1.181 -5.159  -0.136
H -1.240 -1.142 -5.994  0.100
H -1.414 -0.951 -4.476  0.051

The calculation puts the LUMO energy at -9.24 eV. The net charge is +2.



Entry 3:
Here is C21H25F2FeN2O8S2 as an isolated structure from the OMol25 dataset. Energies are from the ωB97M-V functional and the def2-TZVPD basis.

Each line ends with the natural charge from an NBO analysis.
Cartesian coordinates (Å):
Fe -0.508 -0.509 -0.681  1.798
O 2.329 -0.409 -4.076  -0.685
C 3.066 0.629 -3.666  0.363
C 4.269 0.876 -4.337  -0.293
C 5.069 1.944 -3.980  -0.204
C 4.691 2.791 -2.943  -0.295
C 3.502 2.545 -2.275  -0.158
C 2.676 1.479 -2.617  -0.121
C 1.402 1.241 -1.873  0.579
O 0.657 0.260 -2.261  -0.840
N 1.100 2.074 -0.909  -0.453
N -0.112 1.672 -0.379  -0.332
C -0.743 2.491 0.368  0.085
C -2.142 2.267 0.703  -0.207
C -2.781 3.130 1.591  -0.167
C -4.129 3.020 1.880  -0.319
C -4.859 2.016 1.236  -0.219
C -4.261 1.162 0.335  -0.258
C -2.877 1.244 0.025  0.396
O -2.359 0.452 -0.850  -0.794
H 1.606 -0.509 -3.403  0.530
H 4.554 0.196 -5.130  0.204
H 6.000 2.115 -4.510  0.186
H 5.318 3.627 -2.655  0.189
H 3.178 3.179 -1.461  0.228
H -0.259 3.421 0.680  0.161
H -2.189 3.907 2.067  0.188
H -4.604 3.692 2.584  0.188
H -5.919 1.908 1.447  0.186
H -4.828 0.389 -0.169  0.202
O 2.158 -2.921 0.700  -1.024
S 1.762 -1.845 -0.190  2.568
O 2.845 -1.358 -1.028  -1.028
O 1.166 -0.675 0.613  -1.086
O 0.557 -2.238 -1.039  -1.060
C -1.066 1.131 5.954  -0.613
C -1.021 2.185 4.852  -0.414
C 0.291 2.188 4.080  -0.608
S 0.441 0.747 2.933  1.297
O -0.876 0.041 3.025  -0.996
C 1.612 -0.231 3.928  -0.589
C 1.427 -1.718 3.667  -0.443
C 2.467 -2.538 4.422  -0.593
H -2.002 1.194 6.514  0.195
H -0.240 1.261 6.661  0.178
H -1.002 0.136 5.515  0.237
H -1.178 3.181 5.279  0.183
H -1.832 1.994 4.148  0.246
H 1.153 2.210 4.751  0.201
H 0.346 3.063 3.428  0.216
H 1.471 0.002 4.988  0.190
H 2.603 0.107 3.611  0.218
H 1.500 -1.931 2.601  0.291
H 0.419 -2.001 3.976  0.212
H 3.477 -2.269 4.103  0.196
H 2.334 -3.602 4.219  0.212
H 2.403 -2.382 5.505  0.171
F -1.157 -2.735 1.297  -0.379
C -1.695 -1.680 0.608  0.195
F -2.319 -2.282 -0.539  -0.427
H -2.508 -1.289 1.226  0.112

As for the expectation value of S²: 8.759. For the energy above the lowest of the compared OMol25 structures with the same formula, charge and spin, the calculation gives 134.1 kJ/mol. Its spin multiplicity is 6. The calculation puts the LUMO energy (alpha / beta) at 4.32 / 4.32 eV. The net charge is -2.



Entry 4:
Here is C24H53GeN3O11PTeTi as an isolated structure from the OMol25 dataset. Energies are from the ωB97M-V functional and the def2-TZVPD basis.

Each line ends with the Löwdin charge.
Cartesian coordinates (Å):
Ti 0.158 0.069 -0.611  1.122
C 0.602 4.979 1.784  -0.029
N -0.339 4.272 0.936  -0.127
C -1.300 5.073 0.194  -0.067
C -0.348 2.941 0.827  -0.434
O -1.073 2.310 0.064  0.026
C 0.549 2.122 1.749  -0.086
O 0.139 0.761 1.654  -0.172
C -1.099 0.483 2.286  -0.074
C -2.078 -0.039 1.252  -0.383
O -1.645 -0.400 0.149  -0.056
N -3.373 -0.125 1.529  -0.106
C -4.287 -0.556 0.476  0.007
C -3.927 0.031 2.859  -0.022
H 0.856 5.922 1.303  0.097
H 1.528 4.418 1.896  0.091
H 0.185 5.194 2.773  0.096
H -1.955 5.600 0.893  0.093
H -1.882 4.418 -0.447  0.080
H -0.772 5.792 -0.431  0.048
H 0.497 2.458 2.788  0.143
H 1.582 2.157 1.410  0.110
H -1.486 1.374 2.782  0.140
H -0.933 -0.308 3.023  0.140
H -3.876 -0.264 -0.486  0.078
H -5.240 -0.052 0.627  0.097
H -4.442 -1.637 0.514  0.097
H -4.323 -0.924 3.211  0.098
H -4.736 0.762 2.842  0.099
H -3.172 0.366 3.565  0.084
C -2.088 -3.157 2.693  -0.032
C -0.751 -3.631 2.125  -0.713
C 0.192 -4.019 3.264  -0.041
C -1.011 -4.838 1.223  -0.061
O -0.196 -2.533 1.412  -0.313
Ge 1.219 -2.774 0.244  1.046
O 1.838 -1.005 0.553  -0.376
C 3.272 -0.875 0.618  -0.670
C 3.601 0.542 1.073  -0.035
C 3.834 -1.840 1.668  -0.061
C 3.866 -1.174 -0.756  -0.036
O 0.394 -1.807 -1.311  -0.397
C -0.176 -2.505 -2.453  -0.636
C 0.247 -3.972 -2.413  -0.077
C -1.696 -2.430 -2.383  -0.013
C 0.386 -1.877 -3.723  -0.026
H -2.601 -3.965 3.218  0.091
H -1.933 -2.339 3.401  0.074
H -2.726 -2.810 1.877  0.075
H -0.236 -4.804 3.891  0.085
H 1.140 -4.381 2.860  0.074
H 0.398 -3.145 3.885  0.084
H -1.495 -5.638 1.787  0.087
H -1.668 -4.556 0.396  0.078
H -0.082 -5.235 0.809  0.059
H 3.182 0.708 2.069  0.092
H 4.684 0.669 1.141  0.093
H 3.198 1.281 0.385  0.048
H 3.292 -1.714 2.608  0.091
H 3.751 -2.881 1.354  0.052
H 4.890 -1.628 1.844  0.088
H 3.386 -0.555 -1.516  0.071
H 4.942 -0.988 -0.765  0.093
H 3.706 -2.222 -1.022  0.070
H -0.138 -4.485 -1.530  0.051
H -0.154 -4.477 -3.294  0.093
H 1.333 -4.071 -2.425  0.077
H -2.046 -2.885 -1.453  0.082
H -2.043 -1.401 -2.413  0.057
H -2.135 -2.972 -3.224  0.095
H 1.476 -1.950 -3.709  0.089
H 0.014 -2.417 -4.596  0.093
H 0.107 -0.830 -3.805  0.068
O -2.764 1.134 -2.089  -0.051
N -1.832 1.033 -2.838  -0.137
O -0.725 0.597 -2.290  -0.314
C 3.052 0.624 -5.494  -0.066
C 2.602 1.818 -4.687  -0.307
O 2.383 1.368 -3.337  -0.297
P 1.990 2.395 -2.173  0.113
O 1.576 1.445 -1.042  -0.439
Te 0.687 4.217 -2.823  0.473
O 3.399 3.038 -1.708  -0.318
C 4.636 2.323 -1.828  -0.285
C 5.662 3.031 -0.975  -0.068
H 3.221 0.920 -6.530  0.079
H 2.290 -0.155 -5.473  0.066
H 3.980 0.212 -5.095  0.078
H 1.670 2.240 -5.065  0.082
H 3.352 2.614 -4.687  0.110
H 4.939 2.316 -2.878  0.116
H 4.511 1.290 -1.508  0.081
H 5.773 4.067 -1.292  0.080
H 6.631 2.534 -1.059  0.079
H 5.356 3.020 0.072  0.070

As for the expectation value of S²: 0.753. For the energy above the lowest of the compared OMol25 structures with the same formula, charge and spin, the calculation gives 16.2 kJ/mol. Its spin multiplicity is 2. The calculation puts the LUMO energy (alpha / beta) at 0.11 / 0.11 eV.